Density functional theory data (ωB97M-V/def2-TZVPD) for a molecular structure, C3KLiO6.

Each line ends with the natural charge from an NBO analysis.
Atoms and positions in Å:
C  1.1834  0.4800  -0.3903  0.66
O  2.3874  0.3553  -0.6177  -0.76
C  0.5754  1.7672  0.2702  0.66
O  -0.6817  1.8298  0.1677  -0.89
O  1.3543  2.6145  0.7010  -0.65
Li  2.1969  -1.3342  -1.6354  0.94
K  -2.1449  0.7116  -0.8404  0.97
O  0.3171  -0.4539  -0.6306  -0.91
O  1.5381  -2.8184  -0.4715  -0.63
O  -0.3806  -3.1576  0.7705  -0.48
C  0.6145  -2.7778  0.2810  1.10

Values from the calculation:
frontier orbital gap: 7.19 eV
E: -31928.6800 eV
spin multiplicity: 1
energy relative to the best compared isomer or geometry (same formula, charge and spin): 116.5 kJ/mol